P.
C4H11N2S | ωB97M-V with the def2-TZVPD basis set

Calculated values
* Kohn-Sham gap (spin up / spin down): 0.2576 / 0.2575 Ha
* spin multiplicity: 1
* net charge: +1
* lowest unoccupied orbital energy (spin up / spin down): -5.759 / -5.735 eV

XYZ file:
```
18
Properties=species:S:1:pos:R:3:mulliken_charge:R:1
C 0.2257 -1.2806 1.4760 -0.648
C 2.1670 0.4967 -0.9776 -0.782
C -2.7826 -0.1020 -0.5999 -0.785
C -0.1524 0.1367 -0.2623 -0.541
N 1.4098 1.4305 0.9387 -0.725
N 1.0920 0.7180 -0.0368 0.710
S -1.6171 0.9385 0.3746 0.052
H 0.2082 -2.2873 1.0577 0.305
H 1.2612 -0.9880 1.6066 0.323
H -0.5338 -0.8487 2.0418 0.392
H 2.1522 1.0289 -1.9431 0.366
H 2.2171 -0.5489 -1.3198 0.337
H 3.1343 0.9572 -0.4489 0.312
H -2.2300 -0.5093 -1.4940 0.276
H -3.4912 0.5030 -1.1390 0.376
H -3.4668 -0.6955 0.0486 0.301
H -0.2257 -0.5680 -1.0334 0.441
H 0.6319 1.6186 1.7107 0.290
```

***

Q.
C4H11N2S | ωB97M-V with the def2-TZVPD basis set

Calculated values
* Kohn-Sham gap: 0.3337 Ha
* spin multiplicity: 1
* SMILES string: C[C@]1([NH3+])[C@@H](N)[C@@H]1S
* net charge: +1
* lowest unoccupied orbital energy: -3.297 eV

XYZ file:
```
18
Properties=species:S:1:pos:R:3:mulliken_charge:R:1
C 0.2132 0.8727 -0.5038 0.755
C 1.3133 0.6809 0.5166 -0.831
C -0.1640 -0.3951 0.0228 0.057
C 0.2347 -1.8020 -0.4702 -1.254
N -1.2356 -0.3475 1.0096 -0.172
N -0.7652 1.8811 -0.2389 -0.704
S 3.0048 0.1151 0.2284 -0.173
H 0.4832 0.7607 -1.5977 0.368
H 1.2471 1.1917 1.4715 0.291
H 1.4324 -2.0259 -0.3246 0.274
H 0.0320 -2.0789 -1.5505 0.306
H -0.3633 -2.4595 0.1199 0.388
H -1.0198 -0.1441 1.9335 0.279
H -1.7287 0.4947 0.6927 0.415
H -1.0346 2.4648 -1.0306 0.234
H -0.5208 2.4841 0.4588 0.173
H -1.9990 -1.0704 0.9759 0.407
H 3.0952 0.0547 -1.1472 0.186
```

***

Of them, Q has the highest stability.

***

P.
C6H11FO | ωB97M-V with the def2-TZVPD basis set

Calculated values
* Kohn-Sham gap: 0.3913 Ha
* spin multiplicity: 1
* SMILES string: C[C@H]1[C@H](F)CO[C@@H]1C
* lowest unoccupied orbital energy: 0.935 eV

XYZ file:
```
19
Properties=species:S:1:pos:R:3:mulliken_charge:R:1
C 1.9522 -0.3830 -0.9872 -1.032
C 0.6241 -0.7088 -0.3843 0.240
C -0.0009 0.0808 1.7310 -0.582
C -0.3439 1.0663 0.6943 0.034
C -0.3407 0.2817 -0.6200 0.194
C -1.7672 -0.1720 -0.6873 -1.588
H 1.9838 0.8468 -0.9741 0.251
H 2.1114 -0.9877 -2.1408 0.257
H 2.8078 -0.8516 -0.0822 0.229
H 0.2133 -1.6685 -0.7623 0.376
H -0.8832 -0.3634 2.3281 0.244
H 0.5836 0.5944 2.5966 0.270
H -1.3252 1.5073 0.8549 0.436
H -0.2123 1.0536 -1.3967 0.408
H -2.0129 -1.1339 -1.3235 0.310
H -2.0468 -0.7070 0.2298 0.356
H -2.6102 0.5566 -0.7947 0.378
O 0.5720 -0.9923 1.0131 -0.430
F 0.6950 1.9809 0.7055 -0.350
```

***

Q.
C6H11FO | ωB97M-V with the def2-TZVPD basis set

Calculated values
* Kohn-Sham gap: 0.3235 Ha
* spin multiplicity: 1
* lowest unoccupied orbital energy: 0.940 eV

XYZ file:
```
19
Properties=species:S:1:pos:R:3:mulliken_charge:R:1
C 1.0228 0.9982 -1.2838 -1.045
C 0.7178 0.2368 -0.2296 0.742
C -1.4571 -1.1501 1.1806 -1.180
C -2.0736 -0.3297 -1.2029 -1.320
C 2.6739 0.3455 1.0227 -0.711
C -1.4678 -0.0606 0.1028 0.796
O 1.3769 -0.1887 0.7600 -0.349
F -1.7878 1.2042 0.5654 -0.322
H 2.0602 1.0163 -1.7057 0.219
H 0.3450 1.6044 -1.8582 0.242
H -2.2622 -1.0449 1.8125 0.446
H -0.4315 -0.9492 1.7666 0.220
H -1.2595 -2.0456 0.6888 0.335
H -3.0953 -0.3670 -1.1999 0.448
H -1.5862 -1.2213 -1.5014 0.339
H -1.7927 0.4042 -1.9115 0.309
H 3.1540 0.3752 0.0085 0.249
H 3.0896 -0.2915 1.7087 0.280
H 2.7733 1.4637 1.2764 0.301
```

***

R.
C6H11FO | ωB97M-V with the def2-TZVPD basis set

Calculated values
* Kohn-Sham gap (spin up / spin down): 0.3006 / 0.2824 Ha
* spin multiplicity: 1
* lowest unoccupied orbital energy (spin up / spin down): 0.798 / 0.743 eV

XYZ file:
```
19
Properties=species:S:1:pos:R:3:mulliken_charge:R:1
C -3.1359 -0.1795 0.4520 -1.006
C -2.2092 0.7243 0.5317 0.188
C 1.1384 1.2432 1.0088 -0.804
C -0.6134 -2.7614 -0.6385 -0.519
C 1.7728 -0.0834 0.5046 -0.252
C 0.8222 -1.2498 0.5451 -0.377
O 0.0507 -1.6326 -0.4086 -0.169
F -1.8943 1.4757 -0.5878 -0.292
H -3.8528 -0.1102 -0.4036 0.263
H -3.3255 -0.6868 1.3062 0.349
H 1.1018 1.2710 2.0940 0.343
H 1.7342 2.0691 0.5507 0.316
H 0.1795 1.3659 0.6669 0.037
H -1.3971 0.9407 1.0973 0.473
H -0.3396 -3.7337 -0.0908 0.242
H -1.4503 -2.6343 -1.3061 0.313
H 2.5540 -0.4119 1.1616 0.276
H 1.9806 0.0220 -0.5526 0.235
H 1.0607 -1.9296 1.3458 0.382
```

***

Of them, P has the highest stability.

***

P.
C21H29N3O4S2 | ωB97M-V with the def2-TZVPD basis set

Calculated values
* Kohn-Sham gap: 0.3480 Ha
* spin multiplicity: 1
* SMILES string: CC[C@H](C(=O)NC(C)(C)C)N(Cc1cccs1)C(=O)CNS(=O)(=O)c1ccccc1
* lowest unoccupied orbital energy: 0.431 eV

XYZ file:
```
59
Properties=species:S:1:pos:R:3:mulliken_charge:R:1
C -0.3093 -2.3421 -3.7456 -1.551
H -0.1181 -1.4222 -4.2911 0.332
H -1.3748 -2.4133 -3.5375 0.348
C 0.4953 -2.3532 -2.4519 -0.442
C 0.0994 -1.1833 -1.5490 -0.093
N 0.5168 -1.3957 -0.1664 1.006
C -0.4269 -1.4103 0.7887 0.794
O -1.6168 -1.2619 0.5351 -0.782
C -0.0414 -1.6391 2.2518 -1.260
N -0.9681 -0.8954 3.0836 -0.351
S -0.6989 0.7668 2.8789 1.152
O 0.0414 1.2374 4.0083 -0.745
O -0.0823 0.9808 1.5884 -0.346
C -2.3364 1.4754 2.8784 0.029
C -2.7361 2.2580 3.9434 -0.343
C -4.0049 2.8145 3.9279 -0.670
C -4.8472 2.5816 2.8515 -0.391
C -4.4314 1.7929 1.7894 -0.897
C -3.1643 1.2327 1.7987 0.009
H -2.8169 0.6067 0.9906 0.370
H -5.0924 1.6138 0.9554 0.428
H -5.8349 3.0178 2.8401 0.394
H -4.3346 3.4288 4.7516 0.403
H -2.0462 2.4170 4.7567 0.500
H -1.9138 -1.1043 2.7789 0.431
H 0.9589 -1.2952 2.5026 0.494
H -0.1312 -2.7026 2.4882 0.415
C 1.9474 -1.4589 0.0613 -1.202
C 2.4968 -2.8500 0.0272 0.207
C 3.5320 -3.3087 -0.7268 -0.458
C 3.8062 -4.6802 -0.5229 -0.657
C 2.9701 -5.2470 0.3803 -0.452
S 1.8353 -4.1169 1.0102 -0.107
H 2.9419 -6.2619 0.7233 0.459
H 4.5876 -5.2145 -1.0321 0.395
H 4.0834 -2.6871 -1.4094 0.517
H 2.4342 -0.8839 -0.7316 0.227
H 2.1880 -0.9717 1.0113 0.724
H -0.9924 -1.0970 -1.5265 0.470
C 0.6799 0.1555 -2.0564 0.090
O 1.4264 0.2103 -3.0151 -0.651
N 0.2495 1.2035 -1.3383 0.226
H -0.1852 1.0171 -0.4431 0.021
C 0.7156 2.5828 -1.5008 1.567
C -0.1092 3.4433 -0.5447 -1.694
H 0.2232 4.4770 -0.5886 0.453
H -1.1628 3.4047 -0.8134 0.379
H 0.0034 3.0792 0.4739 0.346
C 0.4930 3.0336 -2.9455 -1.845
H 0.8054 4.0677 -3.0627 0.469
H -0.5599 2.9525 -3.2057 0.383
H 1.0674 2.4103 -3.6238 0.402
C 2.2004 2.6591 -1.1334 -1.648
H 2.7775 2.0238 -1.8006 0.374
H 2.3422 2.3237 -0.1081 0.286
H 2.5618 3.6799 -1.2238 0.466
H 1.5565 -2.2818 -2.6933 0.176
H 0.3213 -3.2880 -1.9143 0.405
H -0.0222 -3.1821 -4.3732 0.437
```

***

Q.
C21H29N3O4S2 | ωB97M-V with the def2-TZVPD basis set

Calculated values
* Kohn-Sham gap: 0.3249 Ha
* spin multiplicity: 1
* lowest unoccupied orbital energy: 0.193 eV

XYZ file:
```
59
Properties=species:S:1:pos:R:3:mulliken_charge:R:1
C 0.1124 -1.2147 -3.4021 -1.119
H -0.2491 -1.4880 -4.4174 0.438
H 0.6455 -2.2932 -3.0041 0.264
C -1.0411 -0.9249 -2.5802 -0.033
C -0.6453 -0.7377 -1.3062 0.047
N 0.1711 0.6885 -1.0664 0.401
C 1.4302 0.6675 -0.8091 0.482
O 2.1802 -0.6793 -0.7112 -0.769
C 2.4656 1.7261 -0.7419 -0.863
N 3.6476 1.4572 -0.1587 -0.329
S 3.9666 1.5531 1.6137 1.165
O 5.3283 1.3191 1.8030 -0.640
O 2.9886 2.5901 1.7972 -0.637
C 2.9071 0.0837 2.1552 0.350
C 3.5096 -1.2542 1.9617 -0.888
C 2.6917 -2.1425 2.4196 -0.426
C 1.2429 -2.1273 2.7471 -1.577
C 0.7574 -0.8068 2.8141 -0.228
C 1.6098 0.1069 2.5451 -0.016
H 1.1217 1.3220 2.5488 0.046
H -0.1597 -0.8174 3.0530 0.822
H 0.9106 -2.8255 3.1488 1.173
H 3.2665 -3.2164 2.4894 0.092
H 4.5030 -1.0650 1.8393 0.750
H 4.3223 0.4527 -0.5515 0.407
H 1.9172 2.4248 0.0589 0.332
H 2.3278 2.2063 -1.7699 0.097
C -0.3091 1.8478 -1.0044 -0.288
C -0.0268 2.9066 -2.2401 0.095
C 0.3372 4.0999 -2.1268 -0.189
C 0.8237 4.5812 -3.3800 -0.472
C 0.5931 3.6709 -4.5407 -0.500
S 0.0115 2.2084 -3.8224 -0.008
H 0.6277 3.8868 -5.5879 0.451
H 1.0150 5.6645 -3.6198 0.313
H 0.6184 4.6121 -1.0747 0.209
H -1.4437 1.5383 -1.2827 0.183
H -0.3890 2.6516 -0.0113 0.269
H 0.1580 -1.3924 -0.7948 0.480
C -1.6851 -0.4406 -0.1826 -0.259
O -2.8774 0.2569 -0.3516 -0.786
N -1.7873 -1.2624 0.8035 0.169
H -1.0010 -2.0242 0.7569 0.363
C -3.0621 -1.7823 1.4808 0.983
C -4.0250 -2.2280 0.6394 -1.540
H -4.0129 -3.2279 0.1491 0.315
H -5.1465 -2.5102 1.3353 0.311
H -4.6101 -1.4850 0.0559 0.336
C -3.2164 -0.7038 2.4292 -1.395
H -2.3877 -0.1803 3.0259 0.231
H -4.1188 -0.8851 3.0773 0.416
H -3.5395 0.1623 1.7729 0.372
C -2.5464 -3.1993 2.5751 -1.681
H -1.8490 -2.6915 3.1614 0.303
H -2.4235 -3.8587 1.9813 0.859
H -3.4075 -3.1533 3.3187 0.344
H -1.7431 -1.7152 -2.6553 0.492
H -1.4848 0.1147 -2.9758 0.102
H 0.9799 -0.4667 -3.3880 0.182
```

***

Of them, P has the highest stability.